(1)
Below is a molecular structure, C38H75AlFN4O6S at a distorted geometry, with properties calculated with ωB97M-V with the def2-TZVPD basis set.

## Properties
Relative energy (zero: lowest compared OMol25 entry of this formula, charge and spin)   0.507 eV
Spin multiplicity   5
HOMO level (alpha / beta)   -0.221 / -0.221 Eh
Electronic energy   -2903.646986 Ha
Net charge   -1

Last column: Löwdin spin population.
Geometry (Å):
C1 8.075 1.450 -0.355  0.000
C2 7.016 2.014 -0.414  0.000
Al1 5.231 2.854 -0.594  0.000
S1 3.672 1.060 -0.393  0.000
O1 2.790 1.039 -1.534  0.000
O2 4.423 -0.158 -0.265  0.000
F1 2.774 1.172 0.959  0.000
H1 8.869 0.756 -0.435  0.000
H2 5.061 3.492 -2.040  0.000
H3 4.995 3.932 0.563  0.000
C3 6.743 10.049 1.229  0.002
C4 7.717 8.983 0.698  0.026
C5 8.698 9.599 -0.301  0.015
C6 8.064 9.908 -1.658  0.001
C7 7.380 8.666 -2.230  0.015
C8 6.366 8.045 -1.270  0.026
N1 6.987 7.842 0.075  0.360
O3 7.721 6.788 0.081  0.545
C9 5.112 8.938 -1.188  0.002
C10 5.881 6.705 -1.809  -0.001
C11 8.484 8.489 1.918  -0.001
H4 6.184 10.567 0.456  0.000
H5 6.028 9.598 1.917  0.001
H6 7.299 10.815 1.771  0.000
H7 9.528 8.903 -0.455  0.002
H8 9.127 10.504 0.135  0.001
H9 7.352 10.733 -1.563  0.000
H10 8.836 10.252 -2.350  0.001
H11 6.874 8.913 -3.165  0.001
H12 8.145 7.922 -2.474  0.002
H13 4.498 8.671 -0.328  0.001
H14 4.507 8.795 -2.082  0.000
H15 5.329 10.003 -1.145  0.000
H16 6.693 6.008 -2.002  -0.001
H17 5.363 6.865 -2.754  0.000
H18 5.184 6.226 -1.121  0.000
H19 7.817 7.994 2.625  0.000
H20 8.944 9.342 2.417  0.000
H21 9.274 7.791 1.651  -0.001
C12 -0.762 0.039 -1.330  0.002
C13 -1.244 1.483 -1.548  0.026
C14 -2.386 1.824 -0.591  0.016
C15 -3.716 1.177 -0.968  0.001
C16 -4.082 1.502 -2.416  0.015
C17 -2.977 1.134 -3.407  0.026
N2 -1.670 1.707 -2.963  0.372
O4 -1.600 2.952 -3.275  0.531
C18 -2.905 -0.397 -3.564  0.003
C19 -3.311 1.679 -4.789  -0.001
C20 -0.029 2.337 -1.219  -0.001
H22 -1.537 -0.718 -1.432  0.000
H23 0.045 -0.203 -2.020  0.001
H24 -0.370 -0.062 -0.318  0.000
H25 -2.518 2.911 -0.574  0.002
H26 -2.097 1.532 0.421  0.001
H27 -3.667 0.095 -0.814  0.000
H28 -4.500 1.540 -0.300  0.001
H29 -5.000 0.980 -2.699  0.002
H30 -4.295 2.573 -2.494  0.002
H31 -1.972 -0.698 -4.042  0.001
H32 -3.728 -0.739 -4.193  0.000
H33 -3.004 -0.938 -2.627  0.000
H34 -3.476 2.754 -4.779  -0.001
H35 -4.224 1.206 -5.151  0.000
H36 -2.510 1.462 -5.496  0.000
H37 0.788 2.144 -1.906  0.000
H38 0.319 2.089 -0.217  0.000
H39 -0.250 3.404 -1.230  -0.001
C21 -4.693 -3.921 4.099  0.002
C22 -4.718 -2.843 3.001  0.027
C23 -4.032 -3.352 1.736  0.016
C24 -2.512 -3.412 1.851  0.001
C25 -1.948 -2.061 2.290  0.015
C26 -2.586 -1.536 3.574  0.026
N3 -4.080 -1.575 3.466  0.370
O5 -4.509 -0.585 2.768  0.533
C27 -2.082 -2.349 4.782  0.002
C28 -2.140 -0.101 3.824  -0.001
C29 -6.193 -2.598 2.712  -0.001
H40 -3.699 -4.278 4.351  0.000
H41 -5.158 -3.544 5.012  0.001
H42 -5.253 -4.794 3.766  0.000
H43 -4.291 -2.692 0.901  0.002
H44 -4.425 -4.340 1.484  0.002
H45 -2.220 -4.203 2.546  0.000
H46 -2.087 -3.689 0.884  0.001
H47 -0.868 -2.140 2.427  0.001
H48 -2.107 -1.334 1.486  0.002
H49 -2.708 -2.179 5.659  0.002
H50 -1.068 -2.038 5.032  0.000
H51 -2.023 -3.419 4.598  0.000
H52 -2.365 0.554 2.985  -0.001
H53 -1.063 -0.081 3.977  0.000
H54 -2.621 0.305 4.716  0.000
H55 -6.702 -2.185 3.584  0.000
H56 -6.665 -3.548 2.457  0.000
H57 -6.341 -1.918 1.876  -0.001
C30 -4.626 -9.711 -0.297  0.002
C31 -4.439 -8.202 -0.064  0.027
C32 -4.383 -7.453 -1.396  0.015
C33 -3.069 -7.649 -2.148  0.001
C34 -1.881 -7.295 -1.255  0.015
C35 -1.882 -8.055 0.070  0.026
N4 -3.213 -7.926 0.743  0.371
O6 -3.308 -6.785 1.325  0.532
C36 -1.506 -9.530 -0.170  0.002
C37 -0.807 -7.492 0.991  -0.001
C38 -5.669 -7.754 0.714  -0.001
H58 -3.865 -10.163 -0.926  0.000
H59 -4.635 -10.244 0.654  0.001
H60 -5.579 -9.888 -0.794  0.000
H61 -4.519 -6.384 -1.205  0.002
H62 -5.227 -7.768 -2.014  0.002
H63 -2.989 -8.677 -2.512  0.000
H64 -3.060 -7.013 -3.035  0.001
H65 -0.944 -7.498 -1.777  0.002
H66 -1.900 -6.219 -1.054  0.002
H67 -1.753 -10.144 0.696  0.001
H68 -0.432 -9.609 -0.336  0.000
H69 -1.972 -9.966 -1.050  0.000
H70 -0.923 -6.424 1.157  -0.001
H71 0.171 -7.652 0.541  0.000
H72 -0.824 -7.994 1.960  0.000
H73 -5.710 -8.231 1.694  0.000
H74 -6.563 -8.037 0.158  0.000
H75 -5.695 -6.676 0.858  -0.001

=====

(2)
Below is 3 unconnected molecules or ions with the total composition C2H9NO4 at a distorted geometry, with properties calculated with ωB97M-V with the def2-TZVPD basis set.

## Properties
Relative energy (zero: lowest compared OMol25 entry of this formula, charge and spin)   1.599 eV
HOMO level   -0.375 Eh
Electronic energy   -437.288661 Ha
SMILES string   CNC(=O)O.O.O

Last column: Löwdin charge in e.
Geometry (Å):
C1 1.089 0.778 -1.638  -0.083
N1 -0.215 0.236 -1.218  -0.019
C2 -0.631 0.164 0.199  -0.430
O1 -1.058 -0.849 0.717  0.102
O2 -0.534 1.466 0.897  0.033
H1 1.073 1.103 -2.665  0.083
H2 1.923 0.080 -1.435  0.097
H3 1.222 1.585 -0.920  0.065
H4 -0.418 -0.636 -1.778  0.138
H5 0.085 1.754 0.188  0.058
O3 -0.896 -3.338 -1.473  -0.027
H6 -0.907 -4.267 -1.549  0.012
H7 -1.194 -3.111 -0.613  0.004
O4 -0.058 1.329 3.985  -0.079
H8 -0.023 1.680 3.048  0.029
H9 0.542 2.024 4.255  0.017

=====

(3)
Below is a gas-phase ion, C6H8N (charge +1) at a distorted geometry, with properties calculated with ωB97M-V with the def2-TZVPD basis set.

## Properties
Relative energy (zero: lowest compared OMol25 entry of this formula, charge and spin)   6.933 eV
HOMO level (alpha / beta)   -0.530 / -0.563 Eh
Electronic energy   -287.701441 Ha
Net charge   +1

Last column: Löwdin charge in e.
Geometry (Å):
C1 -1.102 -1.239 -0.069  -0.024
C2 -1.784 -0.205 -0.370  0.229
C3 -1.311 1.187 0.037  -0.095
C4 1.236 -0.750 -0.149  -0.064
C5 1.169 0.806 -0.290  -0.060
C6 -0.012 -0.702 0.736  -0.189
N1 -0.015 0.828 0.501  0.018
H1 -1.061 -2.195 -0.522  0.141
H2 -1.232 1.915 -0.770  0.144
H3 -2.045 1.551 0.769  0.156
H4 1.098 -1.405 -1.029  0.130
H5 2.156 -1.151 0.316  0.133
H6 1.925 1.275 0.409  0.176
H7 0.865 1.191 -1.276  0.150
H8 0.113 -1.106 1.706  0.154

=====

(4)
Below is a single C3H2F4O molecule at a distorted geometry, with properties calculated with ωB97M-V with the def2-TZVPD basis set.

## Properties
Relative energy (zero: lowest compared OMol25 entry of this formula, charge and spin)   0.990 eV
HOMO level   -0.391 Eh
Electronic energy   -590.159860 Ha
SMILES string   O=CC(F)(F)C(F)F

Last column: Löwdin charge in e.
Geometry (Å):
O1 0.402 -1.441 1.187  0.071
C1 0.372 -0.240 1.414  -0.068
C2 0.150 0.710 0.116  -0.456
F1 -0.522 1.782 0.345  0.182
F2 1.390 0.883 -0.365  0.111
C3 -0.509 -0.318 -1.043  -0.211
F3 -1.669 -0.970 -0.519  0.027
F4 -0.602 0.431 -2.162  0.070
H1 0.681 0.155 2.352  0.117
H2 0.308 -0.993 -1.327  0.157